1.
116
Properties=species:S:1:pos:R:3 method="wB97M-V/def2-TZVPD" total_charge=+2 e_homo_ev="-12.049 / -12.927" spin_multiplicity=8 homo_lumo_gap_ev="7.62 / 8.55"
Eu -1.1613 0.1923 0.1179
C -4.0919 -0.9338 1.7686
C -3.7397 -2.1388 0.8894
N -2.2756 -2.2166 0.6880
C -1.9305 -3.0817 -0.4514
C -2.3198 -2.4169 -1.7529
C -2.5807 -3.1706 -2.8852
C -3.0292 -2.5282 -4.0303
C -3.2878 -1.1668 -3.9698
C -3.0111 -0.4787 -2.7904
C -3.3976 0.9803 -2.6644
N -2.8904 1.6380 -1.4369
C -3.9937 2.0611 -0.5444
C -4.5716 0.8548 0.1903
N -3.6044 0.3370 1.1834
N -2.4686 -1.0806 -1.7220
H -3.6369 -1.0654 2.7533
H -5.1800 -0.9039 1.9060
H -4.2159 -2.0472 -0.0892
H -4.1371 -3.0437 1.3665
H -1.8950 -2.6696 1.5199
H -2.4463 -4.0500 -0.3897
H -0.8507 -3.2860 -0.4244
H -2.4468 -4.2410 -2.8594
H -3.2086 -3.0897 -4.9349
H -3.7110 -0.6513 -4.8184
H -4.4945 1.0181 -2.6915
H -3.0560 1.5177 -3.5538
H -2.4166 2.4905 -1.7420
H -4.7963 2.5543 -1.1096
H -3.6069 2.7827 0.1863
H -4.7884 0.0673 -0.5353
H -5.5177 1.1224 0.6758
H -3.5931 1.0262 1.9443
C 1.5029 3.9567 -0.7241
C 0.1389 4.0063 -0.0369
P -0.3727 2.7759 1.2796
C 1.0366 2.3288 2.3628
C 2.2910 2.9205 2.4335
C 3.2024 2.4864 3.3850
C 2.8538 1.5065 4.3013
C 1.5842 0.9482 4.2687
C 0.6885 1.3466 3.2967
C -1.2166 3.9622 2.4008
C -2.1328 4.8584 1.8444
C -2.6521 5.8855 2.6105
C -2.2883 6.0178 3.9417
C -1.4292 5.0959 4.5123
C -0.8917 4.0748 3.7493
C 2.0669 2.5755 -1.0391
P 0.9466 1.2852 -1.7503
C 0.4751 1.9668 -3.3872
C -0.5109 1.2762 -4.0879
C -0.8715 1.6634 -5.3645
C -0.2500 2.7514 -5.9556
C 0.7431 3.4325 -5.2717
C 1.1155 3.0407 -3.9965
C 2.2154 0.0990 -2.3610
C 3.5669 0.1968 -2.0385
C 4.4874 -0.6438 -2.6380
C 4.0781 -1.5875 -3.5635
C 2.7289 -1.7250 -3.8488
C 1.8018 -0.8978 -3.2439
H 2.2432 4.4801 -0.1152
H 1.3991 4.5406 -1.6421
H -0.6333 3.9032 -0.8132
H 0.0242 5.0045 0.3963
H 2.5565 3.7412 1.7892
H 4.1825 2.9367 3.4290
H 3.5591 1.2088 5.0606
H 1.2883 0.2275 5.0169
H -0.3307 0.9628 3.2941
H -2.4088 4.7829 0.7992
H -3.3280 6.5989 2.1666
H -2.6660 6.8391 4.5273
H -1.1520 5.1753 5.5503
H -0.1946 3.3961 4.2119
H 2.4882 2.1421 -0.1258
H 2.8785 2.7009 -1.7619
H -0.9627 0.4032 -3.6335
H -1.6241 1.1119 -5.9073
H -0.5223 3.0547 -6.9536
H 1.2467 4.2657 -5.7378
H 1.9211 3.5616 -3.5085
H 3.9312 0.9183 -1.3259
H 5.5317 -0.5421 -2.3901
H 4.8058 -2.2075 -4.0595
H 2.4014 -2.4670 -4.5582
H 0.7518 -1.0058 -3.4852
C 2.5802 -1.0579 0.8130
C 1.5826 -1.5473 1.7908
N 0.2996 -1.1874 1.7915
C -0.2364 -1.7720 2.9258
C 0.7212 -2.4864 3.5690
N 1.8682 -2.3287 2.8464
C 3.1061 -3.0191 3.1686
N 2.9605 -4.4190 2.9618
N 2.8856 -5.2675 4.0261
N 2.7541 -6.4480 3.6376
C 2.7159 -6.4856 2.2717
C 2.5859 -7.5436 1.3756
C 2.5321 -7.2241 0.0373
C 2.5976 -5.8985 -0.4080
C 2.7493 -4.8364 0.4587
C 2.8285 -5.1502 1.8071
H 3.0000 -0.1123 1.1563
H 2.1046 -0.9074 -0.1581
H 3.4053 -1.7529 0.6806
H -1.2517 -1.6169 3.2420
H 0.7029 -3.0941 4.4497
H 3.3270 -2.8744 4.2326
H 3.9185 -2.6081 2.5635
H 2.5386 -8.5591 1.7317
H 2.4424 -8.0075 -0.6981
H 2.5336 -5.6954 -1.4659
H 2.8042 -3.8200 0.0965

---

2.
47
Properties=species:S:1:pos:R:3 method="wB97M-V/def2-TZVPD" total_charge=+1 smiles="Cc1ccc(C(c2ccc(C)c(F)c2)[N+]2=C3NCCN3CC2)cc1F" e_homo_ev=-11.698 spin_multiplicity=1 homo_lumo_gap_ev=9.27
C 4.9089 1.3434 2.4076
C 3.6401 0.5779 2.4404
C 3.6467 -0.7860 2.7386
C 2.5052 -1.5745 2.5694
C 1.2301 -1.0069 2.4145
C -0.0675 -1.8429 2.4146
C -1.3430 -1.0457 2.5253
C -2.4953 -1.4747 1.8461
C -3.7031 -0.8120 2.0651
C -3.6881 0.4247 2.7157
C -4.8358 1.3429 2.5871
C -2.5305 0.8237 3.3702
F -2.4871 2.0640 3.9485
C -1.3939 0.0336 3.3838
N -0.1222 -2.9242 3.3487
C -1.1613 -3.8061 3.5050
N -2.3740 -4.1088 2.9933
C -2.9122 -5.3384 3.5755
C -1.7423 -5.8586 4.4058
N -0.8507 -4.7305 4.4129
C 0.4860 -4.6161 4.8860
C 0.9292 -3.3012 4.2908
C 1.2225 0.3702 2.0949
C 2.3986 1.1215 2.1333
F 2.3367 2.4651 1.8678
H 5.7179 0.6484 2.6394
H 5.1055 1.7783 1.4253
H 4.9426 2.1470 3.1439
H 4.5897 -1.2411 3.0610
H 2.6587 -2.6563 2.5185
H -0.1296 -2.2902 1.3930
H -2.4508 -2.2969 1.1164
H -4.6508 -1.2170 1.6909
H -5.7186 0.7651 2.3177
H -5.0292 1.8898 3.5081
H -4.6521 2.0697 1.7904
H -0.5086 0.3100 3.9450
H -2.9733 -3.4645 2.5015
H -3.2186 -6.0243 2.7775
H -3.7861 -5.1178 4.2055
H -1.2536 -6.7251 3.9265
H -2.0539 -6.1470 5.4148
H 1.1167 -5.4307 4.5186
H 0.5278 -4.6250 5.9725
H 1.0757 -2.5302 5.0523
H 1.8868 -3.4530 3.8059
H 0.2908 0.8576 1.8044

---

3.
40
Properties=species:S:1:pos:R:3 method="wB97M-V/def2-TZVPD" total_charge=+3 e_homo_ev="-18.185 / -18.150" spin_multiplicity=1 homo_lumo_gap_ev="3.83 / 3.79"
Ga 8.1420 9.0080 9.1389
C 9.9309 11.8832 10.2267
C 9.2748 12.8732 10.9365
C 9.5870 13.0733 12.2808
C 10.5572 12.2687 12.9343
C 11.3437 11.3979 12.1909
C 11.0020 11.1902 10.8102
H 9.5951 11.6188 9.1940
H 8.5223 13.4593 10.4533
H 9.0752 13.8266 12.8538
H 10.6707 12.3687 14.0178
H 12.0411 10.7538 12.7258
H 11.4848 10.3907 10.2749
S 5.8253 9.6834 9.1416
C 6.1806 10.8260 7.8116
N 5.9325 10.4781 6.5153
C 5.6055 11.5594 5.5881
C 5.7113 12.8831 6.3961
S 6.3897 12.4759 8.0549
H 5.7942 9.5262 6.2219
H 4.5904 11.4206 5.1419
H 6.3102 11.6694 4.7200
H 4.7372 13.3133 6.5497
H 6.3861 13.6037 5.8854
C 10.2898 5.0740 9.0357
O 9.6583 5.9329 10.0025
P 8.2651 6.7111 9.7614
O 7.4655 6.1418 11.1044
C 7.9151 6.7592 12.3631
O 7.5253 5.9258 8.5935
C 6.2175 6.4104 8.2541
H 10.6737 4.1956 9.5837
H 11.1194 5.6146 8.5167
H 9.6191 4.7570 8.1697
H 7.1669 6.5434 13.1319
H 8.0507 7.8651 12.2128
H 8.8505 6.3214 12.6755
H 5.7444 5.5045 7.8263
H 6.2020 7.2633 7.5254
H 5.6451 6.6984 9.1634